P:
C5H16NS | wB97M-V/def2-TZVPD

Geometry as ORCA input:
```
! wB97M-V def2-TZVPD RIJCOSX def2/J DEFGRID3
* xyz 1 1
C 0.073 1.466 1.768
S 1.022 1.505 0.206
C 0.576 3.140 -0.412
H -1.015 1.387 1.627
H 0.342 2.380 2.320
H 0.424 0.647 2.448
H 1.375 3.406 -1.129
H -0.405 3.160 -0.956
H 0.485 3.869 0.427
C -1.888 -1.305 0.408
C -0.441 -1.702 0.273
N 0.107 -1.211 -1.007
C 1.447 -1.659 -1.376
H -2.440 -1.772 -0.441
H -2.343 -1.870 1.271
H -2.065 -0.258 0.469
H 0.159 -1.385 1.105
H -0.406 -2.796 0.253
H 0.051 -0.134 -0.975
H -0.533 -1.452 -1.788
H 2.250 -1.427 -0.651
H 1.754 -1.220 -2.344
H 1.471 -2.770 -1.494
*
```

Output
- orbital gap (eV) = 9.9
- LUMO (hartree) = -0.103

Atomic partial charges in e from the Mulliken method, atoms 1 to 4: C -0.925; S 0.034; C -0.822; H 0.247

Q:
C5H16NS | wB97M-V/def2-TZVPD

Geometry as ORCA input:
```
! wB97M-V def2-TZVPD RIJCOSX def2/J DEFGRID3
* xyz 1 1
C -1.697 -0.116 -1.490
N -0.186 -0.229 -1.493
C 0.543 0.579 -2.512
H -2.031 -0.765 -0.667
H -1.931 0.921 -1.300
H -2.118 -0.442 -2.446
H 0.078 -1.232 -1.482
H 0.144 0.127 -0.598
H 0.187 0.372 -3.530
H 1.603 0.310 -2.421
H 0.412 1.628 -2.246
C 1.637 0.723 1.067
C 0.879 0.043 2.193
C -0.360 -0.624 1.688
S -1.376 -1.356 2.966
H 2.523 1.218 1.494
H 1.021 1.549 0.641
H 1.986 0.054 0.269
H 1.529 -0.684 2.716
H 0.599 0.803 2.951
H -0.175 -1.287 0.824
H -1.012 0.184 1.319
H -2.253 -1.778 2.058
*
```

Output
- orbital gap (eV) = 8.9
- LUMO (hartree) = -0.122

Atomic partial charges in e from the Mulliken method, atoms 1 to 4: C -0.734; N 0.057; C -0.799; H 0.269

Most stable one: P, least stable one: Q.

P:
C3H3FO | wB97M-V/def2-TZVPD

Geometry as ORCA input:
```
! wB97M-V def2-TZVPD RIJCOSX def2/J DEFGRID3
* xyz 0 1
O -2.311 1.047 -0.498
C -1.525 0.315 -0.057
C -0.374 0.015 0.530
C 0.844 -0.340 -0.250
F 1.844 0.641 -0.105
H -0.374 0.006 1.622
H 0.617 -0.393 -1.322
H 1.280 -1.291 0.081
*
```

Output
- orbital gap (eV) = 10.0
- SMILES = O=C=CCF
- LUMO (hartree) = 0.019

Atomic partial charges in e from the Mulliken method, atoms 1 to 4: O -0.337; C 0.460; C -0.398; C -0.195

Q:
C3H3FO | wB97M-V/def2-TZVPD

Geometry as ORCA input:
```
! wB97M-V def2-TZVPD RIJCOSX def2/J DEFGRID3
* xyz 0 1
C -1.152 -0.435 0.245
C 2.376 0.029 0.054
C -0.868 0.430 -0.737
O 1.487 0.063 -0.726
F -1.507 1.373 -1.461
H -2.102 -0.543 0.774
H -0.279 -0.906 0.740
H 2.045 -0.011 1.111
*
```

Output
- orbital gap (spin up / spin down) (eV) = 8.6 / 9.2
- LUMO (spin up / spin down) (hartree) = -0.021 / 0.005

Atomic partial charges in e from the Mulliken method, atoms 1 to 4: C -0.487; C 0.014; C 0.282; O -0.243

Most stable one: P, least stable one: Q.

P:
C22H27N3O2 | wB97M-V/def2-TZVPD

Geometry as ORCA input:
```
! wB97M-V def2-TZVPD RIJCOSX def2/J DEFGRID3
* xyz 0 1
C 3.507 -2.006 -5.706
C 2.365 -1.007 -5.910
N 1.093 -1.511 -5.444
C 0.299 -2.223 -6.418
C -0.650 -1.306 -7.193
C 0.664 -1.319 -4.155
C -0.649 -1.619 -3.764
C -1.072 -1.427 -2.466
C -0.214 -0.919 -1.497
N -0.714 -0.741 -0.195
C -0.086 -0.258 0.902
O 1.078 0.073 0.956
C -1.027 -0.191 2.119
C -2.166 0.812 1.892
C -1.752 2.058 2.668
O -2.287 3.144 2.617
N -0.694 1.734 3.429
C -0.046 2.650 4.336
C -0.333 2.283 5.770
C 0.669 1.827 6.614
C 0.376 1.468 7.919
C -0.924 1.554 8.387
C -1.930 2.003 7.548
C -1.637 2.366 6.246
C -0.280 0.356 3.342
C 1.090 -0.613 -1.866
C 1.517 -0.814 -3.161
H 3.306 -2.928 -6.248
H 3.619 -2.249 -4.653
H 4.441 -1.586 -6.072
H 2.593 -0.067 -5.402
H 2.270 -0.783 -6.976
H -0.267 -3.015 -5.920
H 0.982 -2.709 -7.122
H -0.088 -0.544 -7.727
H -1.338 -0.806 -6.515
H -1.224 -1.883 -7.914
H -1.364 -1.998 -4.475
H -2.094 -1.668 -2.204
H -1.686 -1.000 -0.092
H -1.404 -1.200 2.304
H -2.322 1.072 0.845
H -3.115 0.455 2.298
H 1.032 2.642 4.144
H -0.449 3.642 4.109
H 1.684 1.756 6.250
H 1.164 1.118 8.570
H -1.152 1.273 9.405
H -2.946 2.072 7.910
H -2.416 2.720 5.588
H 0.803 0.296 3.185
H -0.539 -0.184 4.261
H 1.773 -0.223 -1.131
H 2.542 -0.576 -3.388
*
```

Output
- orbital gap (eV) = 7.9
- SMILES = CCN(CC)c1ccc(NC(=O)[C@@H]2CC(=O)N(Cc3ccccc3)C2)cc1
- LUMO (hartree) = 0.024

Atomic partial charges in e from the Mulliken method, atoms 1 to 4: C -1.094; C -0.948; N 0.300; C -0.954

Q:
C22H27N3O2 | wB97M-V/def2-TZVPD

Geometry as ORCA input:
```
! wB97M-V def2-TZVPD RIJCOSX def2/J DEFGRID3
* xyz 0 1
C 3.613 1.607 1.477
C 3.051 0.559 0.516
N 2.547 -0.607 1.210
C 3.516 -1.673 1.417
C 3.898 -2.324 0.114
C 5.224 -2.410 -0.287
C 5.555 -3.003 -1.494
C 4.562 -3.506 -2.315
C 3.236 -3.420 -1.923
C 2.906 -2.834 -0.715
C 1.294 -0.774 1.696
O 0.967 -1.794 2.275
C 0.277 0.338 1.450
C -0.520 -0.016 0.188
C -1.632 1.010 -0.052
N -2.500 1.101 1.101
C -3.697 0.460 1.215
O -4.179 0.134 2.281
N -4.368 0.167 0.029
C -4.604 1.000 -1.066
C -5.240 0.458 -2.183
C -5.495 1.242 -3.291
C -5.124 2.577 -3.305
C -4.509 3.123 -2.192
C -4.252 2.348 -1.077
C -1.796 1.435 2.324
C -0.692 0.427 2.630
H 4.428 1.189 2.062
H 3.991 2.459 0.918
H 2.846 1.953 2.166
H 3.844 0.218 -0.156
H 2.268 0.998 -0.106
H 4.402 -1.271 1.918
H 3.037 -2.404 2.074
H 6.004 -2.018 0.351
H 6.591 -3.069 -1.793
H 4.820 -3.965 -3.258
H 2.458 -3.815 -2.560
H 1.875 -2.773 -0.400
H 0.762 1.307 1.320
H -0.964 -1.004 0.323
H 0.134 -0.051 -0.687
H -1.190 1.998 -0.230
H -2.204 0.726 -0.934
H -5.082 -0.534 0.177
H -5.534 -0.581 -2.172
H -5.987 0.807 -4.149
H -5.324 3.187 -4.173
H -4.235 4.168 -2.185
H -3.796 2.789 -0.204
H -1.367 2.438 2.202
H -2.527 1.452 3.133
H -1.130 -0.556 2.808
H -0.160 0.727 3.534
*
```

Output
- orbital gap (eV) = 9.1
- SMILES = CCN(Cc1ccccc1)C(=O)C1CCN(C(=O)Nc2ccccc2)CC1
- LUMO (hartree) = 0.023

Atomic partial charges in e from the Mulliken method, atoms 1 to 4: C -1.179; C -0.650; N 0.368; C -1.226

Most stable one: Q, least stable one: P.

P:
C6H9N2S | wB97M-V/def2-TZVPD

Geometry as ORCA input:
```
! wB97M-V def2-TZVPD RIJCOSX def2/J DEFGRID3
* xyz 1 1
C 1.365 0.776 2.117
C 0.335 1.671 2.491
C -1.677 0.775 0.712
C 1.298 -0.275 -0.181
C 0.110 0.475 -0.938
C -1.839 -1.000 -0.833
N 1.752 0.158 1.089
N -1.173 0.196 -0.335
S -1.249 2.035 1.716
H 2.085 0.813 2.921
H 0.168 2.087 3.408
H 1.049 -1.357 -0.013
H 2.254 -0.183 -0.885
H 0.255 1.490 -1.030
H 0.008 0.330 -1.965
H -2.797 -0.863 -0.433
H -2.020 -0.876 -1.885
H -1.199 -1.786 -0.594
*
```

Output
- orbital gap (spin up / spin down) (eV) = 7.5 / 7.1
- LUMO (spin up / spin down) (hartree) = -0.216 / -0.230

Atomic partial charges in e from the Mulliken method, atoms 1 to 4: C 0.042; C -0.321; C 0.389; C -0.263

Q:
C6H9N2S | wB97M-V/def2-TZVPD

Geometry as ORCA input:
```
! wB97M-V def2-TZVPD RIJCOSX def2/J DEFGRID3
* xyz 1 1
C -1.823 1.338 0.397
C -0.847 0.430 0.082
C -1.402 -0.855 -0.266
C -0.511 -2.024 -0.111
C 0.698 0.439 0.354
C 1.537 1.287 -0.548
N -2.669 -0.842 -0.272
N 1.245 -0.909 0.207
S -3.410 0.629 0.081
H -1.711 2.365 0.545
H -0.700 -2.403 0.889
H -0.071 -2.601 -0.909
H 0.826 0.881 1.439
H 2.561 1.142 -0.326
H 1.359 2.387 -0.266
H 1.451 1.206 -1.601
H 1.624 -1.438 0.983
H 1.841 -1.032 -0.677
*
```

Output
- orbital gap (eV) = 8.3
- LUMO (hartree) = -0.189

Atomic partial charges in e from the Mulliken method, atoms 1 to 4: C -0.495; C 0.260; C 0.180; C -0.324

Most stable one: Q, least stable one: P.

P:
C25H32AsIrNO4PSSbSe4 | wB97M-V/def2-TZVPD

Geometry as ORCA input:
```
! wB97M-V def2-TZVPD RIJCOSX def2/J DEFGRID3
* xyz 0 6
Ir -0.082 0.953 -0.551
O 3.872 2.370 -0.359
S 2.778 1.450 -0.281
O 1.815 1.540 -1.419
O 2.008 1.454 0.976
C 3.443 -0.189 -0.325
C 4.815 -0.340 -0.202
C 5.350 -1.596 0.033
C 4.502 -2.679 0.208
C 3.131 -2.520 0.077
C 2.578 -1.283 -0.253
P 0.764 -1.169 -0.568
C 0.155 -2.219 0.786
C 0.422 -1.757 2.075
C 0.027 -2.500 3.174
C -0.650 -3.702 2.995
C -0.926 -4.157 1.715
C -0.521 -3.419 0.608
C 0.530 -2.108 -2.121
C 1.124 -3.350 -2.361
C 0.902 -4.019 -3.552
C 0.087 -3.460 -4.529
C -0.505 -2.229 -4.304
C -0.283 -1.562 -3.107
H 5.442 0.540 -0.260
H 6.421 -1.718 0.126
H 4.905 -3.652 0.459
H 2.485 -3.366 0.272
H 0.942 -0.813 2.209
H 0.238 -2.139 4.173
H -0.966 -4.279 3.854
H -1.460 -5.088 1.572
H -0.745 -3.779 -0.388
H 1.772 -3.809 -1.631
H 1.372 -4.980 -3.722
H -0.081 -3.984 -5.461
H -1.136 -1.776 -5.057
H -0.747 -0.602 -2.941
Se -3.519 4.956 -3.505
Sb -1.930 3.983 -1.796
Se -0.192 5.688 -2.412
Se -3.516 4.439 -0.039
Se -1.354 1.736 -2.648
C -3.064 -0.977 1.580
C -2.922 -0.224 0.252
C -4.042 0.819 0.136
C -3.011 -1.188 -0.933
N -1.654 0.454 0.238
H -4.056 -1.431 1.630
H -2.962 -0.284 2.418
H -2.316 -1.763 1.681
H -5.007 0.308 0.160
H -3.958 1.373 -0.797
H -4.000 1.532 0.957
H -3.971 -1.708 -0.895
H -2.216 -1.933 -0.903
H -2.949 -0.636 -1.870
C -0.762 3.043 2.690
As 0.085 4.064 1.306
C 1.953 4.286 1.673
C -0.520 5.894 1.325
O -0.165 3.264 -0.181
H -1.352 3.694 3.330
H 0.006 2.524 3.261
H -1.412 2.322 2.198
H 2.067 5.099 2.389
H 2.444 4.549 0.737
H 2.382 3.368 2.055
H -0.952 6.079 2.309
H -1.271 6.083 0.569
H 0.354 6.524 1.167
*
```

Output
- orbital gap (spin up / spin down) (eV) = 6.8 / 5.9
- LUMO (spin up / spin down) (hartree) = -0.011 / -0.066

Atomic partial charges in e from the Mulliken method, atoms 1 to 4: Ir 1.497; O -0.739; S 1.467; O -0.842

Q:
C25H32AsIrNO4PSSbSe4 | wB97M-V/def2-TZVPD

Geometry as ORCA input:
```
! wB97M-V def2-TZVPD RIJCOSX def2/J DEFGRID3
* xyz 0 6
Ir -0.506 1.037 -0.068
O 0.493 2.562 3.852
S 0.507 1.596 2.785
O 1.744 1.440 2.053
O -0.650 1.864 1.854
C 0.093 0.015 3.465
C 0.072 -0.092 4.847
C -0.280 -1.292 5.443
C -0.635 -2.369 4.649
C -0.620 -2.251 3.267
C -0.234 -1.066 2.640
P -0.168 -1.003 0.795
C -1.446 -2.257 0.422
C -2.777 -1.860 0.555
C -3.802 -2.759 0.323
C -3.514 -4.064 -0.062
C -2.195 -4.469 -0.192
C -1.165 -3.570 0.064
C 1.405 -1.847 0.407
C 1.924 -2.898 1.161
C 3.071 -3.559 0.746
C 3.716 -3.177 -0.422
C 3.223 -2.114 -1.164
C 2.079 -1.451 -0.742
H 0.319 0.778 5.439
H -0.294 -1.376 6.522
H -0.934 -3.307 5.100
H -0.927 -3.098 2.669
H -3.002 -0.835 0.823
H -4.831 -2.439 0.426
H -4.317 -4.760 -0.262
H -1.957 -5.481 -0.493
H -0.139 -3.908 -0.016
H 1.438 -3.208 2.076
H 3.459 -4.379 1.336
H 4.602 -3.704 -0.750
H 3.727 -1.800 -2.070
H 1.691 -0.615 -1.304
Se 1.897 -3.680 -4.749
Sb 0.167 -3.157 -2.982
Se 1.102 -5.427 -2.430
Se -0.943 -4.767 -4.586
Se -2.031 0.022 -2.209
C -0.437 2.339 -3.752
C 0.421 1.281 -3.052
C 1.640 1.959 -2.426
C 0.867 0.243 -4.086
N -0.352 0.602 -1.989
H 0.175 2.879 -4.478
H -0.836 3.038 -3.020
H -1.270 1.873 -4.279
H 2.268 2.366 -3.221
H 2.242 1.272 -1.832
H 1.321 2.774 -1.776
H 1.398 0.735 -4.903
H 0.000 -0.270 -4.509
H 1.540 -0.496 -3.650
C 1.167 4.553 0.860
As -0.664 4.368 0.325
C -1.070 5.869 -0.800
C -1.820 4.515 1.851
O -0.918 3.032 -0.657
H 1.248 5.350 1.598
H 1.755 4.803 -0.023
H 1.521 3.614 1.283
H -0.876 6.803 -0.273
H -2.119 5.816 -1.084
H -0.452 5.810 -1.694
H -2.114 5.557 1.967
H -1.305 4.150 2.737
H -2.693 3.893 1.665
*
```

Output
- orbital gap (spin up / spin down) (eV) = 7.2 / 6.1
- LUMO (spin up / spin down) (hartree) = 0.004 / -0.059

Atomic partial charges in e from the Mulliken method, atoms 1 to 4: Ir 1.911; O -0.808; S 1.459; O -0.625

Most stable one: Q, least stable one: P.